No. 1
The following is a quantum chemistry calculation of one molecule with the formula C15H21N2O4P at a distorted geometry, from OMol25.

```
43
Properties=species:S:1:pos:R:3:forces:R:3:lowdin_charge:R:1
C -3.239 2.323 -1.505 -0.378 0.159 0.414 -0.099
C -3.168 1.500 -0.225 -0.048 -0.332 -0.221 -0.259
C -2.001 0.506 -0.193 -0.362 0.272 0.246 -0.210
C -0.614 1.165 -0.185 0.138 0.525 -0.574 -0.091
C 0.045 1.318 1.166 -0.007 -0.535 0.577 -0.448
N -0.908 1.603 2.251 0.112 -0.291 -0.454 0.149
O 0.973 2.423 1.306 -0.344 0.148 0.132 0.055
C 1.448 2.234 2.593 -0.443 -0.802 -0.841 -0.616
O 1.847 3.079 3.290 0.580 1.054 0.899 0.207
O 1.435 0.903 2.890 0.477 -0.138 -0.313 0.006
C 1.048 0.237 1.635 -0.037 0.112 1.327 -0.390
C 0.529 -1.159 2.001 -0.252 0.354 -0.469 -0.022
C 0.963 -2.363 1.170 -0.027 -0.238 0.187 -0.370
O 1.299 -3.365 1.749 0.254 -0.185 0.171 0.125
C 0.933 -2.362 -0.326 0.001 0.328 -0.219 -0.176
C 2.114 -2.602 -1.027 -0.152 -0.135 -0.074 -0.059
C 2.135 -2.588 -2.418 -0.254 0.096 0.676 -0.067
C 0.954 -2.334 -3.108 0.218 -0.052 0.090 -0.068
C -0.230 -2.136 -2.411 -0.160 0.014 0.210 -0.065
C -0.253 -2.148 -1.020 0.613 -0.008 -0.134 -0.035
P 2.666 0.338 0.697 -0.148 0.318 -1.866 0.855
N 2.559 0.842 -0.787 0.196 -0.513 0.293 -0.247
H -2.320 2.852 -1.741 0.158 -0.073 -0.120 0.066
H -4.012 3.080 -1.393 -0.086 0.113 -0.080 0.072
H -3.544 1.685 -2.330 0.215 -0.018 -0.227 0.076
H -3.178 2.120 0.667 0.138 0.242 0.050 0.094
H -4.088 0.917 -0.178 -0.122 -0.056 0.121 0.107
H -2.167 -0.140 0.668 0.173 -0.205 0.068 0.091
H -2.118 -0.132 -1.065 0.203 -0.037 -0.175 0.094
H 0.052 0.696 -0.902 0.246 -0.096 0.065 0.095
H -0.755 2.179 -0.559 0.157 0.161 -0.053 0.118
H -1.556 0.842 2.401 -0.174 0.108 -0.014 0.089
H -1.408 2.438 1.971 -0.218 -0.052 0.137 0.106
H 0.783 -1.382 3.030 0.158 -0.019 0.130 0.137
H -0.561 -1.122 1.957 -0.184 -0.121 -0.018 0.120
H 3.017 -2.808 -0.469 0.089 -0.030 -0.004 0.112
H 3.079 -2.764 -2.908 -0.024 -0.001 -0.285 0.107
H 0.975 -2.298 -4.186 -0.128 -0.001 -0.106 0.105
H -1.159 -1.961 -2.934 -0.019 -0.008 -0.183 0.106
H -1.167 -1.998 -0.470 -0.168 0.015 -0.038 0.104
H 3.221 -0.947 0.866 0.027 0.061 0.432 0.023
H 3.471 1.192 1.467 -0.279 -0.225 0.433 0.043
H 2.897 0.141 -1.437 -0.135 0.093 -0.188 -0.041
```
Positions in Å, forces in eV/Å.

- SMILES string = CCCC[C@]1(N)OC(=O)O[C@]1(CC(=O)c1ccccc1)[PH2]=N
- net charge = 0
- maximum force (eV/A) = 1.898
- E_LUMO (eV) = 0.21
- E (eV) = -36353.181

No. 2
The following is a quantum chemistry calculation of CoI as an isolated structure, from OMol25.

```
2
Properties=species:S:1:pos:R:3:forces:R:3:lowdin_charge:R:1
Co -1.094 -0.312 0.945 0.512 0.146 -0.443 0.853
I 1.094 0.312 -0.945 -0.512 -0.146 0.443 1.147
```
Positions in Å, forces in eV/Å.

- expectation value of S² = 6.0166
- net charge = +2
- maximum force (eV/A) = 0.693
- 2S+1 = 5
- E_LUMO (spin up / spin down) (eV) = -11.82 / -15.35
- ΔE to the lowest compared entry with this formula, charge and spin (kJ/mol) = 34.9
- E (eV) = -45702.331

No. 3
The following is a quantum chemistry calculation of C11H14FI2MoN4O11P2S as an isolated structure, from OMol25.

```
47
Properties=species:S:1:pos:R:3:forces:R:3:lowdin_charge:R:1
Mo 0.031 -0.059 0.318 -0.256 0.766 -0.166 1.634
I 1.200 -0.686 2.928 0.099 0.095 0.028 1.185
C 3.203 -1.532 2.812 -0.132 0.008 0.006 -1.025
I 4.361 -0.969 1.167 0.030 0.023 -0.024 0.930
H 3.060 -2.604 2.867 0.038 -0.020 0.001 -0.011
H 3.632 -1.120 3.722 0.030 -0.070 0.020 -0.011
O 2.634 -0.359 -2.416 -0.021 0.011 0.042 -0.076
P 1.274 0.375 -2.696 -0.048 0.062 -0.082 0.350
O 0.715 0.353 -4.022 -0.011 0.029 0.087 -0.136
O 0.340 -0.220 -1.535 0.291 -0.275 -0.070 -0.493
O 1.530 1.877 -2.074 -0.101 0.003 0.123 -0.165
P 0.987 2.284 -0.655 0.214 -0.122 -0.130 0.314
O 1.554 3.653 -0.291 -0.138 0.030 0.024 0.034
O -0.496 2.027 -0.516 0.028 -0.123 0.030 -0.263
O 1.523 1.192 0.360 0.040 0.026 -0.017 -0.456
H 3.241 -0.368 -3.174 0.006 0.001 -0.024 0.136
H 1.836 4.305 -0.955 0.024 0.008 -0.008 0.160
F -3.859 5.228 3.098 0.003 -0.008 -0.005 0.196
C -3.122 4.206 2.760 0.008 0.003 -0.006 -0.161
C -3.530 3.317 1.852 -0.004 0.025 -0.030 0.113
N -2.740 2.208 1.484 -0.078 0.037 0.022 0.050
C -3.232 1.385 0.365 0.104 0.007 -0.021 0.017
C -2.967 -0.087 0.594 -0.109 -0.023 0.155 -0.404
O -3.649 -0.873 1.130 0.050 -0.009 -0.061 0.273
O -1.713 -0.526 0.066 -0.036 0.028 -0.072 -0.272
C -1.560 2.018 2.066 0.196 0.043 0.066 -0.382
O -0.801 0.980 1.858 -0.176 -0.233 0.083 -0.341
N -1.138 2.894 2.974 -0.051 0.051 -0.044 0.269
C -1.821 4.082 3.428 0.042 -0.047 0.036 -0.318
O -1.320 4.788 4.235 -0.034 0.022 -0.022 0.226
H -4.487 3.412 1.359 0.000 -0.017 -0.006 0.166
H -2.779 1.724 -0.564 -0.030 -0.004 -0.024 0.138
H -4.312 1.501 0.318 -0.011 -0.013 0.039 0.161
H -0.250 2.720 3.431 0.003 -0.010 0.008 0.187
C 2.776 -3.933 -1.623 0.003 -0.002 -0.020 0.033
N 1.373 -3.666 -1.977 0.022 0.009 -0.052 -0.078
C 0.736 -4.190 -3.074 0.026 0.000 0.039 0.039
C -0.558 -3.777 -3.031 -0.024 0.013 0.027 0.033
N -0.683 -3.013 -1.903 -0.016 0.014 -0.074 0.126
C 0.497 -2.941 -1.271 0.011 -0.044 -0.041 -0.617
S 0.833 -2.255 0.299 0.020 -0.319 0.141 0.677
H 3.347 -4.026 -2.542 -0.004 -0.001 -0.003 0.118
H 2.839 -4.862 -1.060 -0.018 0.001 0.002 0.122
H 3.164 -3.105 -1.035 -0.005 0.008 -0.004 0.037
H 1.247 -4.812 -3.789 0.007 0.002 0.005 0.160
H -1.380 -3.968 -3.700 -0.008 0.010 0.006 0.156
H -1.537 -2.576 -1.587 0.012 0.002 0.016 0.170
```
Positions in Å, forces in eV/Å.

- net charge = +3
- maximum force (eV/A) = 0.824
- E_LUMO (eV) = -12.47
- ΔE to the lowest compared entry with this formula, charge and spin (kJ/mol) = 38.5
- E (eV) = -90284.127

No. 4
The following is a quantum chemistry calculation of a 3-piece molecular cluster, C40H47F16NO7S overall at a distorted geometry, from OMol25.

```
112
Properties=species:S:1:pos:R:3:forces:R:3:lowdin_charge:R:1
H 0.328 -5.132 -0.199 -0.085 -0.026 -0.045 0.047
N -0.423 -4.532 -0.549 0.097 0.103 0.319 0.122
C -0.794 -3.710 0.351 0.189 -0.275 -0.490 -0.386
C -1.895 -2.745 -0.059 0.018 -0.184 0.652 -0.043
C -0.115 -3.685 1.744 0.150 0.681 -0.711 -0.066
C 0.107 -2.250 2.221 -0.527 -1.303 0.246 -0.158
C 1.201 -1.606 1.673 0.375 -0.450 -0.424 0.042
C 1.473 -0.303 1.980 0.435 0.586 -0.323 -0.076
C 0.623 0.351 2.856 0.900 1.496 -0.113 -0.085
C -0.430 -0.285 3.437 -0.706 -0.122 0.693 0.051
C -0.727 -1.612 3.142 -0.221 0.215 0.180 -0.125
C -1.942 -2.216 3.841 0.005 -0.288 -0.004 -0.281
C -3.177 -2.369 2.919 -0.050 0.103 1.070 -0.052
C -1.606 -3.513 4.659 -0.114 -0.489 0.039 -0.195
C -2.574 -4.694 4.453 -0.244 0.173 -0.170 -0.109
C 0.959 1.800 3.110 -0.169 0.331 0.428 -0.231
O 0.889 2.337 4.200 -0.110 -0.480 -0.851 0.130
C 1.415 2.532 1.863 -0.387 -0.493 0.855 -0.015
C 0.980 3.803 1.583 0.033 0.164 0.211 -0.235
O 0.090 4.425 2.441 0.318 0.176 -0.235 0.017
C 1.406 4.423 0.416 -0.390 1.068 0.565 -0.098
C 0.845 5.809 0.132 -0.739 -0.609 -1.114 -0.095
C -0.231 5.704 -1.005 -0.247 0.147 0.249 -0.245
C -1.664 5.491 -0.481 -0.157 -0.160 -0.955 -0.534
S -2.040 3.798 0.086 -0.029 -0.314 0.628 0.732
C 2.295 3.775 -0.427 0.563 0.184 -0.864 -0.063
C 2.753 4.483 -1.699 -0.706 -0.627 0.372 -0.127
O 3.432 5.688 -1.346 -0.448 -0.289 0.109 -0.126
O 3.164 6.640 -2.352 0.443 0.518 -0.910 -0.032
C 2.755 2.482 -0.159 0.338 0.023 -0.062 -0.082
C 3.725 1.762 -1.071 -0.105 0.360 -0.358 -0.135
C 3.055 1.062 -2.280 1.390 0.373 -0.255 -0.156
C 4.129 0.195 -2.995 -0.623 -0.219 0.084 -0.208
C 3.555 -1.112 -3.602 1.362 -0.147 0.879 -0.244
C 3.693 -2.235 -2.545 -0.072 0.169 -0.301 -0.113
C 2.270 1.887 0.990 0.432 -1.391 0.298 -0.027
C 2.633 0.468 1.393 0.306 -0.154 0.023 -0.232
O 3.748 -0.015 1.298 -0.900 0.171 -0.078 0.119
H -1.906 -1.845 0.559 0.003 -0.072 -0.152 0.061
H -2.846 -3.268 0.095 0.042 0.215 -0.115 0.079
H -1.815 -2.479 -1.113 0.131 -0.157 0.133 0.080
H 0.881 -4.107 1.560 -0.221 -0.089 0.191 0.114
H -0.601 -4.327 2.479 -0.274 0.178 -0.209 0.098
H 1.827 -2.147 0.966 0.018 0.102 0.137 0.135
H -1.044 0.265 4.148 0.088 -0.073 -0.098 0.137
H -2.258 -1.477 4.587 0.205 -0.007 -0.183 0.125
H -3.388 -1.432 2.396 0.187 -0.249 -0.221 0.091
H -4.029 -2.526 3.594 0.012 -0.094 -0.302 0.069
H -3.116 -3.233 2.263 -0.004 0.253 -0.210 0.055
H -0.587 -3.866 4.464 -0.095 0.268 -0.029 0.097
H -1.629 -3.281 5.731 0.090 0.127 -0.203 0.109
H -3.578 -4.398 4.796 0.395 -0.405 -0.101 0.050
H -2.244 -5.597 4.978 -0.055 0.301 0.176 0.077
H -2.670 -4.997 3.403 0.059 0.157 0.127 0.067
H 0.625 4.956 3.046 -0.260 -0.116 0.202 0.129
H 1.627 6.506 -0.167 -0.018 -0.100 0.253 0.104
H 0.296 6.185 0.997 0.453 0.060 0.033 0.108
H -0.246 6.615 -1.623 0.069 -0.079 0.220 0.108
H -0.025 4.871 -1.685 0.075 0.145 0.097 0.094
H -2.369 5.721 -1.288 0.082 0.011 0.191 0.067
H -1.915 6.161 0.347 0.135 -0.209 0.014 0.072
H -2.420 3.121 -1.022 0.186 0.666 -0.114 -0.146
H 3.353 3.809 -2.315 0.167 0.455 0.028 0.097
H 1.852 4.709 -2.280 0.273 0.238 -0.011 0.118
H 2.269 6.989 -2.200 0.062 -0.287 0.464 0.085
H 4.359 1.060 -0.532 -0.353 0.079 0.112 0.101
H 4.412 2.515 -1.481 0.029 -0.253 0.111 0.117
H 2.170 0.480 -2.002 0.103 0.096 0.019 0.118
H 2.802 1.856 -2.997 -0.631 -0.277 0.177 0.097
H 4.885 -0.092 -2.253 -0.084 -0.001 -0.147 0.101
H 4.671 0.781 -3.746 -0.290 0.012 0.082 0.089
H 4.238 -1.402 -4.411 -0.537 0.068 -0.248 0.100
H 2.525 -1.003 -3.949 0.181 0.016 -0.137 0.103
H 3.474 -3.212 -2.990 -0.229 0.102 0.284 0.067
H 3.075 -2.045 -1.659 -0.074 -0.172 -0.208 0.060
H 4.730 -2.271 -2.190 -0.142 0.008 -0.121 0.071
F -8.928 -3.444 4.707 -0.043 -0.293 0.043 0.103
C -7.710 -3.006 5.064 0.060 0.592 -0.095 -0.306
F -7.261 -2.219 4.057 0.199 -0.082 0.045 0.094
C -6.715 -4.148 5.295 -0.121 -0.841 -0.220 -0.437
F -6.473 -4.816 4.148 -0.120 0.146 -0.086 0.132
F -5.535 -3.561 5.656 -0.220 0.266 0.239 0.085
C -7.051 -5.165 6.407 0.209 -0.283 0.616 -0.036
O -7.653 -6.406 6.040 -0.319 0.461 -0.695 0.043
C -9.024 -6.513 5.873 0.647 0.299 0.869 -0.532
F -9.649 -5.420 6.345 -0.164 0.030 -0.257 0.147
F -9.425 -7.544 6.646 -0.079 -0.138 -0.217 0.147
C -9.413 -6.837 4.425 -0.103 -0.271 -0.396 -0.287
F -8.945 -5.912 3.568 0.090 0.163 0.127 0.103
F -10.760 -6.859 4.310 0.002 -0.013 0.207 0.101
H -7.805 -2.388 5.962 0.061 -0.081 0.064 0.174
H -6.084 -5.466 6.813 0.026 -0.011 -0.161 0.148
H -7.575 -4.697 7.240 -0.206 0.137 -0.190 0.145
H -9.012 -7.810 4.134 0.016 -0.030 0.147 0.176
F 6.790 3.544 -6.187 -0.054 -0.090 -0.275 0.103
C 5.690 3.770 -5.451 0.146 0.212 0.530 -0.301
F 5.862 3.123 -4.272 -0.221 -0.041 -0.003 0.089
C 4.412 3.259 -6.124 -0.014 -0.555 -0.647 -0.438
F 4.434 1.913 -6.233 0.175 0.013 0.088 0.129
F 3.390 3.559 -5.272 0.043 0.291 0.109 0.097
C 4.034 3.867 -7.490 -0.473 0.378 -0.360 -0.036
O 4.370 3.147 -8.676 0.660 -0.334 0.490 0.042
C 5.625 3.264 -9.251 -0.812 0.741 0.240 -0.533
F 6.306 4.289 -8.707 0.249 -0.176 0.045 0.148
F 5.425 3.587 -10.547 0.113 -0.231 -0.082 0.146
C 6.410 1.948 -9.214 0.162 -0.438 -0.144 -0.287
F 6.553 1.491 -7.957 -0.083 0.161 0.133 0.103
F 7.648 2.141 -9.723 -0.080 0.174 -0.078 0.101
H 5.616 4.841 -5.243 -0.105 0.005 -0.048 0.176
H 2.944 3.874 -7.502 0.033 -0.153 0.054 0.148
H 4.325 4.915 -7.562 0.291 -0.061 0.100 0.146
H 5.896 1.184 -9.801 -0.075 0.112 -0.067 0.176
```
Positions in Å, forces in eV/Å.

- SMILES string = [H]/N=C(/C)Cc1cc2c(cc1[C@@H](C)CC)C(=O)c1c(O)c(CCCS)c(COO)c(CCCCC)c1C2=O.FC(F)C(F)(F)COC(F)(F)C(F)F.FC(F)C(F)(F)COC(F)(F)C(F)F
- net charge = 0
- maximum force (eV/A) = 1.750
- E_LUMO (eV) = -0.30
- E (eV) = -112376.806

No. 5
The following is a quantum chemistry calculation of a 2-piece molecular cluster, C4H10NS overall at a distorted geometry, from OMol25.

```
16
Properties=species:S:1:pos:R:3:forces:R:3:lowdin_charge:R:1
C -1.879 -0.854 0.147 0.252 -0.772 0.917 -0.016
C -0.716 -0.292 -0.115 -0.261 -2.347 0.890 -0.321
C 0.858 -1.801 1.720 2.127 -2.843 -0.826 -0.258
C -0.356 1.952 -1.449 -1.116 0.799 -0.278 -0.150
N 0.985 2.068 -1.448 -0.809 -0.215 2.555 0.011
S 0.889 -1.089 0.008 0.727 1.794 0.782 1.043
H -2.191 -1.819 0.662 1.418 0.667 -0.694 0.118
H -2.813 -0.375 0.031 -0.705 1.250 -0.590 0.065
H 0.231 -1.311 2.348 -1.866 2.197 1.535 0.007
H 1.837 -1.976 2.308 -1.184 0.415 -1.710 0.113
H 0.347 -2.786 1.558 0.767 0.639 -0.058 0.075
H -0.901 1.755 -2.344 -0.135 -0.076 -0.304 0.065
H -0.786 2.025 -0.496 -1.061 0.276 0.808 0.037
H 1.370 1.776 -2.255 2.543 -0.365 -2.926 0.049
H 1.694 0.137 0.050 -1.277 -1.722 0.165 0.061
H 1.430 2.590 -0.724 0.578 0.304 -0.266 0.100
```
Positions in Å, forces in eV/Å.

- expectation value of S² = 2.0174
- net charge = +1
- maximum force (eV/A) = 3.894
- 2S+1 = 3
- E_LUMO (spin up / spin down) (eV) = -3.83 / -6.22
- ΔE to the lowest compared entry with this formula, charge and spin (kJ/mol) = 290.1
- E (eV) = -16621.561

No. 6
The following is a quantum chemistry calculation of C22H22N4O4Ru as an isolated structure, from OMol25.

```
53
Properties=species:S:1:pos:R:3:forces:R:3:lowdin_charge:R:1
Ru -0.193 -0.535 -0.680 -0.481 0.227 0.122 1.219
N -2.208 0.004 1.805 -0.145 -0.106 -0.205 0.125
C -1.465 -1.147 2.004 0.135 0.149 0.127 -0.291
C -1.955 -2.080 2.930 0.016 0.036 0.034 -0.004
C -1.239 -3.224 3.177 0.009 -0.026 0.002 -0.045
C -0.025 -3.421 2.520 -0.001 0.036 0.024 -0.048
C 0.378 -2.473 1.617 0.055 0.027 0.024 -0.119
N -0.333 -1.361 1.326 -0.099 -0.203 -0.243 0.004
C -1.812 1.260 1.333 0.142 0.068 0.154 -0.293
C -2.548 2.382 1.713 0.019 -0.007 0.016 -0.004
C -2.127 3.617 1.268 0.003 0.014 -0.006 -0.045
C -0.982 3.712 0.484 -0.003 -0.018 0.021 -0.035
C -0.331 2.548 0.148 -0.006 0.018 -0.052 -0.090
N -0.749 1.338 0.546 -0.107 -0.120 -0.143 0.035
H -3.064 0.024 2.334 0.004 0.004 0.008 0.137
H -2.887 -1.883 3.444 0.007 0.010 0.006 0.118
H -1.611 -3.953 3.884 0.004 0.001 0.003 0.118
H 0.585 -4.295 2.696 -0.004 -0.003 0.002 0.113
H 1.299 -2.587 1.064 -0.023 -0.016 -0.030 0.101
H -3.420 2.281 2.345 0.005 -0.006 0.005 0.115
H -2.682 4.505 1.540 0.002 0.000 0.004 0.116
H -0.616 4.663 0.127 0.004 -0.001 0.001 0.115
H 0.550 2.558 -0.481 -0.014 0.003 -0.010 0.116
O 5.894 -0.449 -3.380 0.061 -0.019 0.005 -0.005
C 5.657 0.501 -2.619 -0.204 0.038 -0.045 -0.741
O 6.307 1.490 -2.261 0.052 0.005 0.043 -0.003
C 4.255 0.404 -2.009 0.107 0.026 -0.036 -0.073
C 4.064 -0.207 -0.771 -0.027 -0.013 0.087 0.018
C 2.791 -0.375 -0.276 -0.043 0.127 0.135 -0.106
N 1.709 0.053 -0.936 -0.020 -0.206 -0.287 -0.062
C 1.878 0.689 -2.122 -0.061 -0.098 0.074 -0.175
C 3.121 0.884 -2.670 0.029 0.100 0.007 0.083
C 0.600 1.124 -2.810 0.040 0.118 0.043 -0.582
O 0.613 1.929 -3.710 0.001 -0.078 -0.058 0.098
O -0.488 0.578 -2.312 0.262 0.110 0.154 -0.183
H 4.914 -0.559 -0.203 -0.008 -0.012 0.000 0.129
H 2.606 -0.840 0.684 0.020 -0.034 -0.017 0.099
H 3.197 1.399 -3.618 -0.017 -0.021 -0.011 0.145
C -0.913 -2.564 -3.647 -0.079 -0.063 0.006 -0.034
C -0.965 -2.896 -2.142 0.003 0.061 -0.008 -0.660
C -2.298 -2.429 -1.546 0.043 -0.057 0.087 -0.058
C -0.750 -4.392 -1.923 -0.055 -0.017 0.038 -0.051
C 0.137 -2.089 -1.534 0.376 -0.265 0.128 -0.165
H -1.629 -3.195 -4.179 -0.007 0.006 0.005 0.092
H 0.078 -2.760 -4.058 -0.001 0.005 -0.002 0.095
H -1.167 -1.519 -3.826 0.054 0.019 0.008 0.083
H -3.146 -2.850 -2.090 -0.020 0.046 -0.004 0.095
H -2.394 -1.335 -1.616 -0.027 0.055 -0.013 0.076
H -2.390 -2.737 -0.500 0.006 0.003 -0.010 0.075
H -1.556 -4.962 -2.389 0.001 -0.002 0.000 0.089
H -0.735 -4.641 -0.859 0.008 0.007 0.000 0.078
H 0.193 -4.717 -2.365 0.001 0.004 -0.001 0.089
H 1.144 -2.514 -1.670 -0.017 0.072 -0.193 0.094
```
Positions in Å, forces in eV/Å.

- net charge = 0
- maximum force (eV/A) = 0.546
- E_LUMO (eV) = -0.93
- E (eV) = -39903.016